# C4H9NP

A 2-piece molecular cluster, C4H9NP overall in a non-equilibrium geometry (wB97M-V/def2-TZVPD, OMol25).

Calculated values
- Gap between HOMO and LUMO: 0.3099 Ha
- ΔE to the lowest compared entry with this formula, charge and spin: 60.2 kcal/mol
- HOMO: -13.19 eV
- Total charge: +1
- Molar mass: 102.10 g/mol

Positions of all 15 atoms, in Å:
1 C 0.21 -2.28 0.89
2 C -0.49 -2.10 -0.25
3 C -0.35 -0.73 -0.78
4 C 0.62 0.01 0.05
5 N 1.28 1.14 -0.55
6 P 1.36 -0.98 1.29
7 H 0.23 -3.03 1.68
8 H -0.99 -2.87 -0.87
9 H -1.50 1.95 0.71
10 H -0.24 -0.76 -1.92
11 H -1.38 -0.21 -0.68
12 H -1.24 1.36 1.03
13 H 1.98 0.89 -1.30
14 H 1.78 1.82 0.07
15 H 0.51 1.62 -1.01

Atomic partial charges in e from the Mulliken method, atoms 1 to 4:
1. C -0.374
2. C -0.474
3. C -0.026
4. C -0.537


# H3N2O3P

One molecule with the formula H3N2O3P in a non-equilibrium geometry (wB97M-V/def2-TZVPD, OMol25).

Calculated values
- Gap between HOMO and LUMO (alpha / beta): 0.3313 / 0.3313 Ha
- ΔE to the lowest compared entry with this formula, charge and spin: 13.8 kcal/mol
- HOMO (alpha / beta): -10.76 / -10.76 eV
- Molar mass: 110.01 g/mol

Positions of all 9 atoms, in Å:
1 N 0.90 1.06 -0.42
2 N -0.17 -0.83 1.05
3 O 0.22 -1.56 -1.41
4 O -1.45 0.52 -0.94
5 O 1.44 1.87 -1.10
6 P -0.46 -0.54 -0.61
7 H 0.35 1.34 0.36
8 H -0.65 -0.10 1.68
9 H -0.19 -1.76 1.39

Atomic partial charges in e from the Mulliken method, atoms 1 to 4:
1. N 0.234
2. N -0.486
3. O -0.604
4. O -0.558


# C18H52BF4N8O6

A 7-piece molecular cluster, C18H52BF4N8O6 overall in a non-equilibrium geometry (wB97M-V/def2-TZVPD, OMol25).

Calculated values
- Gap between HOMO and LUMO: 0.3640 Ha
- HOMO: -7.71 eV
- Total charge: -1
- Molar mass: 563.47 g/mol

Positions of all 89 atoms, in Å:
1 B -1.42 -0.02 -1.27
2 F -0.76 -0.44 -0.17
3 F -2.79 -0.16 -1.03
4 F -1.06 1.33 -1.51
5 F -0.98 -0.65 -2.36
6 C 7.48 2.83 3.43
7 C 6.67 1.76 2.71
8 C 6.07 0.62 3.62
9 O 7.04 -0.12 4.37
10 C 6.52 -1.32 5.10
11 N 5.58 2.28 1.82
12 H 7.36 3.84 3.05
13 H 8.53 2.56 3.34
14 H 7.15 2.82 4.47
15 H 7.23 1.25 1.93
16 H 5.53 -0.15 3.08
17 H 5.44 1.18 4.32
18 H 6.03 -1.98 4.39
19 H 5.76 -0.98 5.80
20 H 7.38 -1.90 5.45
21 H 5.15 1.47 1.38
22 H 4.94 2.66 2.50
23 C -3.58 -1.02 6.90
24 C -4.33 -2.34 6.99
25 C -3.33 -3.27 7.72
26 O -1.94 -3.28 7.29
27 C -1.62 -3.74 5.98
28 N -5.69 -2.19 7.53
29 H -2.76 -0.96 6.19
30 H -3.21 -0.52 7.80
31 H -4.22 -0.18 6.62
32 H -4.42 -2.79 6.01
33 H -3.66 -4.31 7.78
34 H -3.23 -3.04 8.78
35 H -0.55 -3.92 6.05
36 H -1.81 -3.00 5.20
37 H -2.02 -4.74 5.88
38 H -6.23 -3.04 7.58
39 H -6.28 -1.54 7.04
40 C -5.26 -4.62 -5.46
41 C -6.37 -4.25 -4.46
42 C -6.13 -4.79 -3.04
43 O -7.34 -4.63 -2.27
44 C -7.17 -4.85 -0.94
45 N -6.49 -2.85 -4.52
46 H -5.19 -5.68 -5.71
47 H -4.31 -4.24 -5.09
48 H -5.49 -4.09 -6.38
49 H -7.24 -4.86 -4.70
50 H -5.28 -4.28 -2.59
51 H -5.91 -5.81 -3.35
52 H -6.78 -3.98 -0.41
53 H -6.51 -5.66 -0.65
54 H -8.16 -4.98 -0.49
55 H -7.09 -2.49 -3.78
56 H -5.60 -2.63 -4.11
57 C 2.12 5.68 -6.45
58 C 3.50 5.49 -5.80
59 C 4.49 5.00 -6.88
60 O 5.73 4.52 -6.23
61 C 6.61 3.77 -7.06
62 N 3.91 6.67 -5.06
63 H 1.63 4.79 -6.84
64 H 2.06 6.51 -7.16
65 H 1.49 6.05 -5.64
66 H 3.43 4.74 -5.01
67 H 4.79 5.87 -7.46
68 H 3.94 4.27 -7.49
69 H 6.45 4.12 -8.08
70 H 6.40 2.70 -7.13
71 H 7.60 3.93 -6.65
72 H 3.94 7.54 -5.58
73 H 3.05 6.82 -4.55
74 C 4.56 -2.29 -2.68
75 O 5.73 -2.71 -2.72
76 N 4.11 -1.27 -3.38
77 N 3.80 -2.54 -1.67
78 H 4.65 -1.09 -4.22
79 H 3.11 -1.13 -3.30
80 H 2.88 -2.12 -1.58
81 H 3.98 -3.41 -1.19
82 C -5.45 4.22 2.28
83 O -5.74 4.96 3.22
84 N -4.47 4.29 1.52
85 N -5.86 2.95 2.17
86 H -3.77 5.02 1.56
87 H -4.18 3.45 1.03
88 H -6.61 2.62 2.76
89 H -5.57 2.28 1.47

Atomic partial charges in e from the Mulliken method, atoms 1 to 4:
1. B 0.607
2. F -0.368
3. F -0.428
4. F -0.432


# C4H5NO

C4H5NO as an isolated structure in a non-equilibrium geometry (wB97M-V/def2-TZVPD, OMol25).

Calculated values
- Gap between HOMO and LUMO: 0.3756 Ha
- ΔE to the lowest compared entry with this formula, charge and spin: 58.6 kcal/mol
- HOMO: -9.38 eV
- Molar mass: 83.09 g/mol

Positions of all 11 atoms, in Å:
1 O 2.25 -0.95 -0.07
2 C 1.15 -0.45 0.05
3 N -0.03 -1.15 -0.11
4 C -1.23 -0.41 -0.24
5 C -0.38 1.31 -0.04
6 C 0.85 0.96 0.32
7 H 0.08 -2.08 -0.50
8 H -1.79 -0.13 0.62
9 H -1.94 -1.07 -0.82
10 H -0.61 2.39 0.13
11 H 1.66 1.59 0.68

Atomic partial charges in e from the Mulliken method, atoms 1 to 4:
1. O -0.599
2. C 0.364
3. N -0.144
4. C -0.406


# C9H10N2O

C9H10N2O as an isolated structure in a non-equilibrium geometry (wB97M-V/def2-TZVPD, OMol25).

Calculated values
- Gap between HOMO and LUMO: 0.3247 Ha
- ΔE to the lowest compared entry with this formula, charge and spin: 135.5 kcal/mol
- HOMO: -8.22 eV
- Molar mass: 162.19 g/mol

Positions of all 22 atoms, in Å:
1 C -2.02 1.77 -1.78
2 C -1.38 0.99 -0.67
3 C -0.07 0.37 1.00
4 C 0.51 0.40 2.35
5 C 1.41 -0.56 2.58
6 C 1.96 -1.21 1.53
7 C 1.43 -1.08 0.17
8 C 0.33 -0.27 -0.05
9 C -0.31 -0.65 -2.49
10 H -1.47 2.00 -2.60
11 H -2.77 2.90 -1.69
12 H -2.55 0.96 -2.23
13 H -0.37 0.85 3.04
14 H 1.45 -0.28 4.42
15 H 2.84 -2.02 1.84
16 H 1.58 -1.84 -0.56
17 H -0.89 -1.76 -2.41
18 H 0.89 -0.98 -2.62
19 H -0.75 0.16 -3.16
20 N -1.17 1.21 0.61
21 N -0.60 -0.03 -1.05
22 O 1.95 -0.94 3.78

Atomic partial charges in e from the Mulliken method, atoms 1 to 4:
1. C -1.573
2. C 0.726
3. C 0.930
4. C -0.676


# C2H3N5O

One molecule with the formula C2H3N5O in a non-equilibrium geometry (wB97M-V/def2-TZVPD, OMol25).

Calculated values
- Gap between HOMO and LUMO: 0.3356 Ha
- ΔE to the lowest compared entry with this formula, charge and spin: 102.0 kcal/mol
- HOMO: -9.88 eV
- Molar mass: 113.08 g/mol

Positions of all 11 atoms, in Å:
1 H 3.74 -0.45 -0.21
2 N 3.02 0.13 0.15
3 C 1.87 -0.47 -0.04
4 N 0.57 -0.08 -0.04
5 N 0.23 1.15 0.14
6 N -1.04 1.33 -0.18
7 C -1.62 -0.14 -0.10
8 O -2.81 -0.41 0.18
9 N -0.52 -0.98 -0.14
10 H 1.98 -1.47 -0.25
11 H -0.60 -1.94 0.34

Atomic partial charges in e from the Mulliken method, atoms 1 to 4:
1. H 0.270
2. N -0.589
3. C 0.163
4. N 0.697


# C16H26O5

One molecule with the formula C16H26O5 in a non-equilibrium geometry (wB97M-V/def2-TZVPD, OMol25).

Calculated values
- Gap between HOMO and LUMO: 0.3469 Ha
- ΔE to the lowest compared entry with this formula, charge and spin: 39.3 kcal/mol
- HOMO: -9.78 eV
- Molar mass: 298.38 g/mol

Positions of all 47 atoms, in Å:
1 C 5.82 -2.28 -2.30
2 C 5.49 -2.00 -0.79
3 C 4.47 -0.91 -0.67
4 C 4.27 -0.49 0.79
5 C 3.35 0.76 0.85
6 C 1.88 0.53 0.32
7 C 1.21 -0.68 0.98
8 C -0.27 -0.72 0.64
9 C -1.04 0.56 1.00
10 C -2.57 0.31 0.99
11 O -2.94 -0.23 -0.28
12 C -4.31 0.11 -0.50
13 O -5.02 -1.02 -0.05
14 C -4.60 0.45 -1.92
15 C -5.00 1.75 -2.05
16 C -5.06 2.35 -0.74
17 O -5.10 3.60 -0.56
18 C -4.67 1.34 0.34
19 O -5.76 0.98 1.25
20 C -3.34 1.66 1.06
21 O -3.67 2.08 2.41
22 H 6.16 -1.37 -2.81
23 H 6.61 -3.01 -2.37
24 H 4.97 -2.71 -2.85
25 H 6.41 -1.67 -0.30
26 H 5.16 -2.91 -0.30
27 H 4.78 -0.02 -1.27
28 H 3.50 -1.20 -1.07
29 H 5.24 -0.18 1.23
30 H 3.85 -1.32 1.38
31 H 3.30 1.06 1.90
32 H 3.81 1.60 0.27
33 H 1.34 1.45 0.51
34 H 1.88 0.37 -0.77
35 H 1.36 -0.62 2.04
36 H 1.68 -1.56 0.58
37 H -0.44 -0.84 -0.43
38 H -0.71 -1.60 1.14
39 H -0.82 1.37 0.27
40 H -0.75 0.88 1.99
41 H -2.83 -0.37 1.80
42 H -4.36 -1.78 -0.06
43 H -4.53 -0.26 -2.76
44 H -5.26 2.25 -3.00
45 H -6.18 0.15 0.95
46 H -2.79 2.42 0.51
47 H -4.53 1.73 2.62

Atomic partial charges in e from the Mulliken method, atoms 1 to 4:
1. C -1.264
2. C -0.433
3. C -0.478
4. C -0.602


# C22H19FN4O2S

One molecule with the formula C22H19FN4O2S in a non-equilibrium geometry (wB97M-V/def2-TZVPD, OMol25).

Calculated values
- Gap between HOMO and LUMO: 0.3126 Ha
- ΔE to the lowest compared entry with this formula, charge and spin: 0.0 kcal/mol
- HOMO: -8.16 eV
- Molar mass: 422.48 g/mol

Positions of all 49 atoms, in Å:
1 C -2.02 3.37 -2.85
2 C -2.47 2.14 -2.99
3 C -1.76 0.89 -2.54
4 N -0.53 1.15 -1.85
5 C -0.36 1.60 -0.58
6 C -1.46 1.82 0.40
7 O -1.72 0.68 1.19
8 C -0.99 0.51 2.34
9 C 0.16 1.20 2.68
10 C 0.78 0.97 3.90
11 C 0.26 0.06 4.80
12 C -0.87 -0.67 4.46
13 C -1.48 -0.43 3.25
14 F -2.57 -1.17 2.91
15 N 0.92 1.76 -0.33
16 N 1.60 1.44 -1.43
17 C 0.74 1.07 -2.34
18 S 1.10 0.56 -3.97
19 C 1.38 -1.24 -3.68
20 C 0.18 -1.79 -2.93
21 O -0.82 -2.10 -3.55
22 C 0.24 -1.87 -1.49
23 C -0.88 -2.28 -0.77
24 N -0.61 -2.31 0.54
25 C 0.69 -1.93 0.75
26 C 1.39 -1.84 1.95
27 C 2.69 -1.41 1.89
28 C 3.28 -1.08 0.67
29 C 2.59 -1.20 -0.52
30 C 1.27 -1.63 -0.50
31 H -2.58 4.22 -3.21
32 H -1.08 3.60 -2.39
33 H -3.42 1.94 -3.47
34 H -2.42 0.30 -1.89
35 H -1.54 0.28 -3.42
36 H -1.23 2.69 1.02
37 H -2.40 2.01 -0.14
38 H 0.61 1.89 1.98
39 H 1.68 1.51 4.14
40 H 0.75 -0.11 5.75
41 H -1.29 -1.40 5.13
42 H 2.32 -1.38 -3.17
43 H 1.41 -1.66 -4.69
44 H -1.84 -2.54 -1.17
45 H -1.28 -2.54 1.27
46 H 0.92 -2.09 2.88
47 H 3.26 -1.31 2.80
48 H 4.30 -0.73 0.65
49 H 3.10 -0.92 -1.44

Atomic partial charges in e from the Mulliken method, atoms 1 to 4:
1. C -0.876
2. C -0.351
3. C -0.871
4. N 0.763


# C10H30LiO5S5

C10H30LiO5S5 as an isolated structure in a non-equilibrium geometry (wB97M-V/def2-TZVPD, OMol25).

Calculated values
- Gap between HOMO and LUMO: 0.3335 Ha
- ΔE to the lowest compared entry with this formula, charge and spin: 7.3 kcal/mol
- HOMO: -11.02 eV
- Total charge: +1
- Molar mass: 397.62 g/mol

Positions of all 51 atoms, in Å:
1 Li 0.48 -0.50 -0.38
2 C 0.59 2.84 -3.24
3 S 1.82 1.92 -2.37
4 O 1.04 0.93 -1.44
5 C 2.32 0.89 -3.73
6 H 1.20 3.22 -4.16
7 H 0.46 3.57 -2.50
8 H -0.23 2.33 -3.54
9 H 3.16 1.55 -3.96
10 H 1.40 0.77 -4.31
11 H 2.65 -0.15 -3.30
12 C -1.61 -2.14 -3.45
13 S -2.26 -1.47 -1.96
14 O -1.14 -1.48 -0.96
15 C -2.53 0.23 -2.63
16 H -2.52 -1.98 -4.00
17 H -1.44 -3.29 -3.29
18 H -0.76 -1.73 -3.97
19 H -3.38 0.59 -2.00
20 H -3.06 0.53 -3.47
21 H -1.74 0.94 -2.62
22 C 0.79 -3.72 1.56
23 S 1.87 -3.50 0.14
24 O 1.80 -1.99 -0.36
25 C 3.47 -3.51 0.88
26 H 1.01 -4.55 2.41
27 H -0.26 -3.76 1.23
28 H 0.81 -3.01 2.23
29 H 3.55 -4.41 1.30
30 H 3.33 -2.70 1.80
31 H 4.15 -2.87 0.31
32 C 1.68 -0.47 3.97
33 S 1.62 0.68 2.65
34 O 0.74 0.15 1.48
35 C 0.79 1.87 3.50
36 H 2.28 -1.34 3.72
37 H 0.62 -0.72 4.17
38 H 1.97 -0.04 5.02
39 H 1.30 2.05 4.46
40 H -0.17 1.63 3.86
41 H 0.68 2.88 2.86
42 C -1.50 2.44 0.63
43 S -3.24 2.63 1.02
44 O -4.09 1.96 -0.09
45 C -3.44 1.55 2.44
46 H -1.06 1.35 0.62
47 H -1.00 3.02 1.40
48 H -1.47 3.04 -0.18
49 H -3.15 0.46 2.27
50 H -4.56 1.56 2.69
51 H -2.98 1.76 3.30

Atomic partial charges in e from the Mulliken method, atoms 1 to 4:
1. Li 0.997
2. C -1.037
3. S 0.419
4. O -0.537


# C38H40Br3N3O8PSTeY

C38H40Br3N3O8PSTeY as an isolated structure (wB97M-V/def2-TZVPD, OMol25).

Calculated values
- Gap between HOMO and LUMO: 0.2658 Ha
- ΔE to the lowest compared entry with this formula, charge and spin: 0.0 kcal/mol
- HOMO: -7.26 eV
- Molar mass: 1186.01 g/mol

Positions of all 96 atoms, in Å:
1 Y 0.17 -0.57 1.22
2 C -2.67 0.78 3.67
3 O -2.03 1.09 2.43
4 C -2.23 2.34 1.93
5 C -3.03 3.31 2.50
6 C -3.12 4.55 1.88
7 Br -4.24 5.87 2.66
8 C -2.41 4.86 0.74
9 C -1.59 3.88 0.17
10 C -1.53 2.62 0.75
11 O -0.79 1.62 0.17
12 C -0.75 4.19 -0.99
13 N -1.16 4.79 -2.08
14 C -0.03 4.90 -2.87
15 C 0.11 5.45 -4.15
16 C 1.37 5.43 -4.72
17 C 2.47 4.89 -4.04
18 C 2.35 4.34 -2.78
19 C 1.08 4.35 -2.21
20 N 0.59 3.90 -1.01
21 H -3.76 0.86 3.57
22 H -2.32 1.44 4.46
23 H -2.41 -0.25 3.88
24 H -3.58 3.13 3.41
25 H -2.47 5.83 0.28
26 H -1.39 0.93 -0.24
27 H -0.74 5.87 -4.66
28 H 1.51 5.84 -5.71
29 H 3.44 4.90 -4.53
30 H 3.20 3.92 -2.26
31 H 1.08 3.41 -0.28
32 Te 1.08 1.39 3.23
33 C 3.12 0.91 3.38
34 C 4.19 1.76 3.43
35 C 5.45 1.10 3.44
36 C 5.33 -0.26 3.41
37 S 3.67 -0.73 3.38
38 H 4.07 2.84 3.44
39 H 6.40 1.61 3.48
40 H 6.11 -1.00 3.42
41 Br -3.61 -3.33 3.42
42 C -2.06 -3.90 4.35
43 C -2.27 -4.80 5.38
44 C -1.20 -5.28 6.11
45 C 0.09 -4.88 5.81
46 C 0.30 -3.99 4.78
47 C -0.76 -3.48 4.03
48 C -0.40 -2.49 2.96
49 O -1.28 -1.70 2.49
50 O 0.79 -2.42 2.57
51 H -3.28 -5.12 5.60
52 H -1.38 -5.98 6.92
53 H 0.93 -5.25 6.39
54 H 1.30 -3.65 4.52
55 C 0.91 0.71 -3.91
56 C -0.33 -0.10 -3.57
57 C -0.66 -1.07 -4.69
58 C -1.51 0.81 -3.26
59 O 0.08 -0.85 -2.38
60 P -0.80 -1.62 -1.31
61 O -1.60 -0.65 -0.45
62 O 0.18 -2.32 -0.39
63 O -1.74 -2.55 -2.16
64 C -2.41 -3.76 -1.67
65 C -3.47 -4.04 -2.73
66 C -1.38 -4.88 -1.62
67 C -3.03 -3.50 -0.31
68 H 0.72 1.36 -4.76
69 H 1.75 0.05 -4.14
70 H 1.19 1.34 -3.05
71 H -0.84 -0.52 -5.61
72 H -1.54 -1.66 -4.44
73 H 0.18 -1.75 -4.86
74 H -1.78 1.37 -4.15
75 H -1.25 1.53 -2.48
76 H -2.37 0.22 -2.94
77 H -3.01 -4.19 -3.70
78 H -4.16 -3.20 -2.79
79 H -4.03 -4.93 -2.46
80 H -0.92 -5.02 -2.60
81 H -1.87 -5.81 -1.33
82 H -0.61 -4.65 -0.89
83 H -3.70 -2.64 -0.35
84 H -2.27 -3.31 0.44
85 H -3.61 -4.37 0.00
86 Br 6.41 0.39 -2.25
87 C 4.78 0.15 -1.32
88 C 4.07 -1.03 -1.45
89 C 2.88 -1.16 -0.75
90 N 2.39 -0.19 0.04
91 C 3.10 0.94 0.15
92 C 4.30 1.16 -0.51
93 H 4.43 -1.84 -2.07
94 H 2.29 -2.06 -0.83
95 H 2.70 1.69 0.81
96 H 4.83 2.09 -0.37

Atomic partial charges in e from the Mulliken method, atoms 1 to 4:
1. Y 0.314
2. C -0.795
3. O 0.495
4. C -0.123